No. 1
A structure of composition C29H22ClCoN5OS3 in a non-equilibrium geometry. Source: the Open Molecules 2025 dataset; level of theory: ωB97M-V with the def2-TZVPD basis set.

Each line ends with the Löwdin charge.
Atoms and positions in Å:
Co1 -0.3227 0.0042 1.8211  -0.07
S1 -0.2314 -0.0016 4.0844  0.73
C1 1.4864 0.0138 4.4638  -0.65
C2 1.8677 -0.0271 5.8085  -0.15
C3 3.2004 -0.0219 6.1821  -0.13
C4 4.1857 0.0407 5.2014  -0.13
C5 3.8169 0.0888 3.8679  -0.15
C6 2.4731 0.0643 3.4766  -0.67
S2 2.0793 0.0968 1.7668  0.67
H1 1.0874 -0.0739 6.5598  0.09
H2 3.4713 -0.0711 7.2300  0.09
H3 5.2338 0.0464 5.4761  0.09
H4 4.5692 0.1362 3.0889  0.09
N1 0.1989 2.9488 2.1577  0.19
C7 -0.0390 1.8204 1.9626  -0.25
H5 0.7313 3.6201 2.6700  0.10
O1 -0.6600 -1.8346 1.5423  -0.29
N2 -0.9836 -2.9016 2.1624  0.02
C8 -0.2521 -3.9471 1.8659  -0.31
C9 0.8475 -3.9084 0.9388  -0.17
N3 1.7280 -3.8829 0.1989  0.16
C10 -0.6158 -5.2111 2.4373  -0.21
N4 -0.8993 -6.2450 2.8559  0.12
N5 -0.2434 0.0955 -0.2554  -0.32
S3 0.9972 0.0998 -1.2092  1.02
C11 0.5513 -0.9746 -2.5680  -0.37
C12 -0.5098 -0.6587 -3.4094  -0.08
C13 -0.9578 -1.6059 -4.3142  -0.08
C14 -0.3462 -2.8541 -4.3750  -0.08
C15 0.7183 -3.1548 -3.5379  -0.07
C16 1.1711 -2.2134 -2.6228  -0.08
C17 0.9930 1.6551 -2.1312  -0.37
C18 0.2078 2.6883 -1.6548  -0.07
C19 0.2125 3.9066 -2.3241  -0.07
C20 1.0095 4.0811 -3.4448  -0.09
C21 1.8078 3.0385 -3.9045  -0.08
C22 1.8077 1.8214 -3.2433  -0.08
H6 -1.1390 0.1212 -0.7353  0.01
H7 -0.9895 0.3127 -3.3530  0.10
H8 -1.7954 -1.3732 -4.9596  0.10
H9 -0.7131 -3.6001 -5.0687  0.10
H10 1.1876 -4.1287 -3.5798  0.11
H11 1.9782 -2.4460 -1.9401  0.09
H12 -0.4029 2.5231 -0.7753  0.08
H13 -0.4034 4.7215 -1.9651  0.10
H14 1.0106 5.0296 -3.9667  0.10
H15 2.4299 3.1772 -4.7794  0.10
H16 2.4240 1.0021 -3.5947  0.12
Cl1 -4.0811 0.9046 -3.7513  0.62
C23 -3.6215 0.7425 -2.0700  -0.69
C24 -3.5209 -0.5171 -1.5025  -0.12
C25 -3.1554 -0.6400 -0.1715  -0.05
C26 -2.8554 0.4799 0.6198  -0.32
C27 -2.3859 0.3318 1.9922  -0.15
C28 -2.9673 1.7357 0.0055  -0.07
C29 -3.3510 1.8746 -1.3191  -0.12
H17 -3.7151 -1.3954 -2.1045  0.11
H18 -3.0535 -1.6247 0.2678  0.12
H19 -2.6446 -0.5948 2.4931  0.06
H20 -2.4686 1.2119 2.6222  0.05
H21 -2.7254 2.6195 0.5870  0.11
H22 -3.4328 2.8530 -1.7753  0.10

Results
Frontier orbital gap, eV: 6.24
HOMO energy, eV: -4.0
Energy above the lowest of the compared OMol25 structures with the same formula, charge and spin, kcal/mol: 0.0
Lowest unoccupied orbital energy, eV: 2.233
Total charge: -1

=====

No. 2
A structure of composition C29H22ClDyIN4O4S in a non-equilibrium geometry. Source: the Open Molecules 2025 dataset; level of theory: ωB97M-V with the def2-TZVPD basis set.

Each line ends with the Löwdin spin population.
Atoms and positions in Å:
Dy1 0.5880 -0.0182 -0.2073  5.04
O1 4.5793 -0.5117 -1.4170  0.00
C1 3.4368 -0.1482 -1.2847  0.00
N1 2.8101 0.1565 -0.0958  0.00
C2 3.0588 -0.6280 0.9737  0.00
O2 3.6520 -1.6937 1.0168  0.00
C3 2.3243 -0.1968 2.2446  0.00
C4 2.9794 -0.1632 3.4699  0.00
C5 2.2476 0.1142 4.6145  0.00
C6 0.8801 0.3242 4.5002  0.00
C7 0.2961 0.2333 3.2494  0.00
N2 0.9925 -0.0188 2.1329  -0.01
C8 2.5696 0.0640 -2.5332  0.00
C9 3.1607 -0.1364 -3.7782  0.00
C10 2.4121 0.0544 -4.9283  0.00
C11 1.0861 0.4391 -4.8002  0.00
C12 0.5586 0.5892 -3.5279  0.00
N3 1.2728 0.4069 -2.4123  0.00
H1 4.0392 -0.3576 3.5061  0.00
H2 2.7257 0.1622 5.5792  0.00
H3 0.2717 0.5408 5.3643  0.00
H4 -0.7753 0.3544 3.1195  0.00
H5 4.1938 -0.4464 -3.8125  0.00
H6 2.8501 -0.0896 -5.9031  0.00
H7 0.4690 0.6116 -5.6668  0.00
H8 -0.4813 0.8737 -3.3854  0.00
Cl1 -2.6706 6.3125 0.0149  0.00
C13 -2.2580 4.6378 -0.0084  0.00
C14 -3.2570 3.6915 -0.0015  0.00
C15 -2.9444 2.3388 -0.0348  0.00
I1 -4.4390 0.8743 -0.0195  0.00
C16 -1.6435 1.8554 -0.0783  0.00
O3 -1.3756 0.5797 -0.1220  -0.03
C17 -0.6052 2.8491 -0.0611  0.00
N4 0.6716 2.3792 -0.0656  0.00
C18 1.6661 3.2453 -0.0477  0.00
C19 1.4711 4.6313 -0.0324  0.00
C20 0.1941 5.1306 -0.0277  0.00
C21 -0.9016 4.2428 -0.0327  0.00
H9 -4.2928 3.9888 0.0275  0.00
H10 2.6663 2.8249 -0.0458  0.00
H11 2.3286 5.2847 -0.0263  0.00
H12 0.0140 6.1956 -0.0203  0.00
C22 -5.0919 -2.7910 0.1613  0.00
C23 -3.6134 -2.6854 0.3174  0.00
C24 -3.0018 -2.7477 1.5659  0.00
C25 -1.6208 -2.7324 1.6927  0.00
C26 -0.8330 -2.6475 0.5531  0.00
C27 -1.4297 -2.5279 -0.7037  0.00
C28 -2.8067 -2.5564 -0.8120  0.00
S1 0.9787 -2.7814 0.5805  0.00
C29 1.1130 -4.5090 0.0291  0.00
O4 1.2722 -1.9989 -0.6691  -0.01
H13 -5.6114 -2.5394 1.0803  0.00
H14 -5.3574 -3.8111 -0.1162  0.00
H15 -5.4404 -2.1343 -0.6325  0.00
H16 -3.6152 -2.8266 2.4497  0.00
H17 -1.1594 -2.8111 2.6668  0.00
H18 -0.8092 -2.4918 -1.5982  0.00
H19 -3.2617 -2.5005 -1.7880  0.00
H20 0.5159 -4.6504 -0.8666  0.00
H21 0.7816 -5.1595 0.8307  0.00
H22 2.1662 -4.6738 -0.1803  0.00

Results
Frontier orbital gap (alpha / beta), eV: 7.31 / 7.38
Expectation value of S²: 9.070
HOMO energy (alpha / beta), eV: -10.4 / -10.4
Energy above the lowest of the compared OMol25 structures with the same formula, charge and spin, kcal/mol: 72.2
2S+1: 6
Lowest unoccupied orbital energy (alpha / beta), eV: -3.062 / -2.995
Total charge: +1

=====

No. 3
A structure of composition C29H22ClF5N2O2OsSe in a non-equilibrium geometry. Source: the Open Molecules 2025 dataset; level of theory: ωB97M-V with the def2-TZVPD basis set.

Each line ends with the Löwdin spin population.
Atoms and positions in Å:
Os1 -0.5965 -0.1023 0.4897  2.97
C1 1.3782 0.2991 3.2414  0.03
C2 0.4115 -0.8007 3.7228  0.00
C3 -0.8247 -0.2153 4.4008  0.00
C4 0.1151 -1.7401 2.5765  0.00
C5 1.1360 -2.5873 2.1230  0.04
C6 0.8884 -3.5888 1.2024  -0.01
C7 -0.3893 -3.7970 0.6614  0.03
C8 -0.6273 -4.9397 -0.2764  0.01
C9 -1.3964 -2.9271 1.0389  0.01
C10 -1.1632 -1.8776 1.9638  0.01
H1 1.4980 1.0660 4.0054  0.00
H2 0.9891 0.7855 2.3362  0.01
H3 2.3642 -0.1043 3.0109  0.00
H4 0.9483 -1.3952 4.4678  0.00
H5 -1.3421 0.4875 3.7450  0.00
H6 -0.5230 0.3252 5.2962  0.00
H7 -1.5210 -0.9962 4.7083  0.00
H8 2.1174 -2.5050 2.5748  0.00
H9 1.6908 -4.2567 0.9102  0.00
H10 -0.6198 -5.8807 0.2784  0.00
H11 0.1746 -5.0080 -1.0142  0.00
H12 -1.5842 -4.8662 -0.7896  0.00
H13 -2.4054 -3.0833 0.6715  0.00
H14 -2.0319 -1.4263 2.4328  0.00
F1 -0.2082 2.8840 1.9929  0.02
C11 -1.4811 2.5394 1.8705  0.08
C12 -1.8076 1.2780 1.3580  0.09
C13 -3.1726 1.0014 1.1983  0.07
F2 -3.4773 -0.1891 0.6461  0.04
C14 -4.1705 1.8655 1.5687  0.00
F3 -5.4391 1.5577 1.4116  -0.01
C15 -3.7997 3.0994 2.1173  0.11
F4 -4.7163 3.9433 2.4834  0.04
C16 -2.4513 3.4358 2.2653  0.00
F5 -2.1142 4.6012 2.7682  -0.01
Se1 -1.1336 -1.9841 -2.3344  0.01
N1 0.0149 -1.3886 -1.0625  0.03
C17 1.2605 -1.4419 -1.5708  0.01
C18 2.4431 -1.0382 -0.9182  0.01
C19 3.6272 -1.1759 -1.5899  0.01
C20 3.6908 -1.7196 -2.9007  0.00
C21 2.5688 -2.1124 -3.5650  0.01
C22 1.3186 -1.9786 -2.9111  0.00
N2 0.1425 -2.3169 -3.4280  0.04
H15 2.4051 -0.6118 0.0773  0.00
H16 4.5450 -0.8617 -1.1103  0.00
H17 4.6562 -1.8189 -3.3775  0.00
H18 2.6021 -2.5172 -4.5671  0.00
Cl1 1.5403 5.4978 -5.6056  0.00
C23 1.0102 4.3690 -4.4390  0.00
C24 -0.1372 3.6130 -4.6821  0.00
C25 -0.5723 2.7118 -3.7354  0.00
C26 0.1428 2.5542 -2.5463  0.01
C27 1.2953 3.3101 -2.3100  0.00
C28 1.7276 4.2174 -3.2527  0.00
C29 -0.3220 1.6012 -1.5416  0.02
O1 0.4143 1.3809 -0.4828  0.14
O2 -1.3893 0.9557 -1.6333  0.14
H19 -0.6779 3.7478 -5.6084  0.00
H20 -1.4677 2.1275 -3.9019  0.00
H21 1.8351 3.1815 -1.3815  0.00
H22 2.6107 4.8161 -3.0795  0.00

Results
Frontier orbital gap (alpha / beta), eV: 6.45 / 4.56
Expectation value of S²: 6.050
HOMO energy (alpha / beta), eV: -14.1 / -14.1
Energy above the lowest of the compared OMol25 structures with the same formula, charge and spin, kcal/mol: 9.9
2S+1: 5
Lowest unoccupied orbital energy (alpha / beta), eV: -7.639 / -9.492
Total charge: +2

=====

Question: What is the formula in the third record?
Answer: C29H22ClF5N2O2OsSe

=====

Question: Among the records above, which one has the lowest total charge?
Answer: C29H22ClCoN5OS3

=====

Question: Which of these has the lowest total charge?
Answer: C29H22ClCoN5OS3